# 1
Computed, not measured: C56H40CsF3N3O6SbSi as an isolated structure, with ωB97M-V/def2-TZVPD.

Computed properties:
Lowest unoccupied orbital energy (alpha / beta), eV: 2.72 / 3.26
Total charge: -2
Frontier orbital gap (alpha / beta), eV: 4.39 / 6.47
E_HOMO (alpha / beta), hartree: -0.061 / -0.118
ΔE to the lowest compared entry with this formula, charge and spin, kJ/mol: 172.4

Structure (XYZ):
```
111
Properties=species:S:1:pos:R:3:lowdin_charge:R:1
Cs -2.471 0.709 0.301 1.2223
O 2.057 5.140 4.899 0.0877
C 1.213 5.909 4.150 -0.4921
O 1.074 7.077 4.441 0.0690
C 0.524 5.245 3.028 -0.1679
C -0.451 5.971 2.339 -0.0309
C -1.141 5.435 1.279 -0.0206
C -0.881 4.115 0.831 -0.3159
C 0.111 3.385 1.541 -0.0638
C 0.786 3.932 2.601 -0.0477
N -1.498 3.480 -0.197 -0.0697
C -2.227 4.152 -1.087 -0.1521
C -2.966 3.498 -2.120 -0.3014
C -3.692 4.270 -3.064 -0.0555
C -4.417 3.651 -4.045 -0.1059
C -4.434 2.254 -4.107 -0.0990
C -3.691 1.569 -3.162 -0.1816
N -2.979 2.142 -2.200 -0.0261
H 2.015 4.227 4.594 0.0751
H -0.665 6.977 2.675 0.1131
H -1.914 6.018 0.804 0.0897
H 0.352 2.391 1.191 0.0901
H 1.552 3.311 3.058 0.1102
H -2.244 5.244 -1.101 0.0942
H -3.661 5.349 -2.990 0.0982
H -4.972 4.243 -4.765 0.0949
H -4.989 1.716 -4.860 0.0898
H -3.665 0.485 -3.182 0.1106
O -4.675 -7.008 -0.332 -0.0546
C -4.031 -6.650 -1.331 -0.7307
O -4.036 -7.129 -2.478 -0.0601
C -3.133 -5.422 -1.128 -0.1107
C -1.825 -5.396 -1.600 -0.0148
C -1.027 -4.296 -1.351 -0.1417
N -1.419 -3.227 -0.665 0.1110
C -2.682 -3.236 -0.236 -0.2260
C -3.565 -4.284 -0.456 0.0487
C -3.122 -2.021 0.549 -0.8042
O -4.186 -1.469 0.227 -0.1387
O -2.325 -1.596 1.440 -0.4230
H -1.448 -6.236 -2.167 0.1077
H -0.012 -4.276 -1.718 0.0820
H -4.569 -4.231 -0.063 0.1266
F 6.131 -0.344 4.135 0.0247
C 4.873 -0.576 3.663 -0.2844
C 3.870 -0.864 4.568 -0.0205
C 2.597 -1.107 4.079 -0.1100
C 2.314 -1.065 2.716 -0.3926
C 3.357 -0.758 1.851 -0.1347
C 4.647 -0.512 2.305 -0.0196
Sb 0.358 -1.407 1.841 1.5260
C -0.607 -0.713 3.622 -0.3843
C -0.600 0.650 3.879 -0.1289
C -1.211 1.187 5.004 -0.0045
C -1.831 0.314 5.876 -0.2777
F -2.438 0.812 6.990 0.0283
C -1.863 -1.048 5.660 -0.0096
C -1.246 -1.551 4.524 -0.0967
C 0.358 -3.503 2.249 -0.3545
C 1.559 -4.172 2.436 -0.1222
C 1.602 -5.553 2.577 -0.0260
C 0.414 -6.250 2.530 -0.2773
F 0.452 -7.604 2.661 0.0334
C -0.806 -5.623 2.355 0.0134
C -0.818 -4.245 2.220 -0.1194
H 4.091 -0.894 5.624 0.1107
H 1.805 -1.329 4.787 0.1017
H 3.178 -0.686 0.786 0.0696
H 5.454 -0.265 1.631 0.1089
H -0.124 1.340 3.197 0.0654
H -1.215 2.250 5.196 0.1163
H -2.369 -1.692 6.364 0.1139
H -1.281 -2.617 4.343 0.0967
H 2.493 -3.622 2.471 0.0862
H 2.535 -6.083 2.713 0.1086
H -1.716 -6.200 2.292 0.1262
H -1.764 -3.752 2.071 0.0853
C -1.237 2.512 -6.213 -0.0990
C -0.315 3.237 -5.478 -0.0895
C 0.326 2.655 -4.396 -0.0888
C 0.051 1.339 -4.021 -0.2901
C -0.890 0.628 -4.772 -0.1279
C -1.522 1.202 -5.860 -0.0966
Si 0.829 0.508 -2.545 0.8977
C 2.118 1.579 -1.729 -0.2788
C 3.435 1.139 -1.554 -0.1062
C 4.388 1.955 -0.969 -0.0998
C 4.045 3.230 -0.547 -0.0916
C 2.747 3.686 -0.713 -0.0807
C 1.792 2.866 -1.295 -0.1198
C 1.522 -1.168 -2.986 -0.2873
C 1.945 -2.024 -1.966 -0.1253
C 2.558 -3.232 -2.249 -0.0933
C 2.731 -3.625 -3.568 -0.0954
C 2.302 -2.802 -4.595 -0.0915
C 1.711 -1.582 -4.307 -0.0931
H -1.746 2.971 -7.050 0.0961
H -0.095 4.264 -5.741 0.0974
H 1.042 3.238 -3.835 0.0896
H -1.148 -0.385 -4.493 0.1079
H -2.256 0.634 -6.416 0.1034
H 3.719 0.148 -1.884 0.0943
H 5.400 1.593 -0.841 0.0959
H 4.786 3.864 -0.078 0.0967
H 2.462 4.669 -0.362 0.1069
H 0.775 3.221 -1.380 0.0855
H 1.775 -1.748 -0.934 0.0524
H 2.869 -3.879 -1.440 0.1053
H 3.188 -4.579 -3.794 0.0974
H 2.429 -3.107 -5.625 0.0966
H 1.396 -0.943 -5.121 0.0931
```

# 2
Computed, not measured: C56H41BrFNO34S as an isolated structure, with ωB97M-V/def2-TZVPD.

Computed properties:
Lowest unoccupied orbital energy, eV: -2.00
Frontier orbital gap, eV: 6.64
E_HOMO, hartree: -0.318

Structure (XYZ):
```
135
Properties=species:S:1:pos:R:3:lowdin_charge:R:1
O 7.308 5.587 -0.268 -0.3240
S 5.844 5.293 -0.686 0.7977
O 5.673 4.980 -2.211 -0.3318
F 5.249 3.882 0.159 -0.3022
N 4.721 6.593 -0.215 -0.6050
Br 4.464 6.325 1.621 0.8040
C 3.481 6.309 -1.034 -0.3199
C 2.124 7.083 -0.536 -0.1842
C 0.963 5.937 -0.301 -0.1556
C -0.373 5.852 -1.304 -0.0178
C -1.535 4.666 -1.112 -0.0544
C -1.368 3.532 0.102 -0.0462
C -0.085 3.604 1.131 -0.0459
C 1.036 4.802 0.886 -0.0393
H 3.232 5.150 -1.062 0.1297
H 3.697 6.685 -2.144 0.1483
H 2.270 7.821 0.361 0.1029
H 1.741 7.752 -1.447 0.1209
H -0.485 6.635 -2.195 0.0880
H -2.450 4.642 -1.866 0.0854
H -2.152 2.667 0.244 0.0388
H 0.072 2.822 2.011 0.0923
H 1.961 4.783 1.639 0.0509
C -3.907 0.705 2.868 0.0794
C -4.641 -0.137 3.598 -0.2051
C -5.225 -1.370 3.001 -0.3024
O -5.879 -2.136 3.701 0.1098
C -4.993 -1.620 1.570 0.0812
C -4.262 -0.775 0.840 -0.1918
C -3.655 0.443 1.443 -0.2738
O -2.973 1.191 0.751 0.0482
O -4.042 -1.003 -0.506 0.0675
O -4.884 0.104 4.937 0.0830
H -3.475 1.604 3.290 0.1416
H -5.438 -2.511 1.145 0.1383
H -3.485 -0.253 -0.810 0.0535
H -5.436 -0.649 5.242 0.1199
C 6.659 1.994 2.635 0.0833
C 7.670 2.424 3.393 -0.2032
C 8.213 1.591 4.501 -0.3042
O 9.155 2.004 5.168 0.1076
C 7.583 0.287 4.757 0.0831
C 6.570 -0.141 4.001 -0.1952
C 6.045 0.679 2.875 -0.2981
O 5.124 0.251 2.187 0.1124
O 5.971 -1.365 4.237 0.0618
O 8.251 3.659 3.174 0.0830
H 6.255 2.588 1.824 0.1136
H 7.976 -0.300 5.577 0.1390
H 5.266 -1.446 3.558 0.1202
H 8.959 3.738 3.850 0.1168
C 7.022 -6.725 3.503 0.0835
C 7.417 -7.537 4.485 -0.2018
C 7.231 -7.169 5.916 -0.3067
O 7.588 -7.944 6.796 0.1050
C 6.621 -5.865 6.218 0.0773
C 6.229 -5.051 5.235 -0.2016
C 6.390 -5.432 3.805 -0.2969
O 6.003 -4.671 2.925 0.1094
O 5.657 -3.823 5.512 0.0724
O 8.015 -8.753 4.208 0.0700
H 7.149 -6.981 2.458 0.1200
H 6.508 -5.601 7.262 0.1374
H 5.459 -3.424 4.637 0.0819
H 8.207 -9.155 5.084 0.1188
C -5.878 5.238 -1.085 0.0769
C -5.483 4.426 -0.103 -0.1993
C -5.669 4.794 1.328 -0.2768
O -5.312 4.019 2.208 0.0917
C -6.279 6.099 1.630 0.0876
C -6.671 6.912 0.648 -0.2029
C -6.510 6.531 -0.782 -0.3049
O -6.897 7.292 -1.663 0.1064
O -7.243 8.140 0.924 0.0827
O -4.885 3.210 -0.379 0.0681
H -5.751 4.982 -2.129 0.1371
H -6.392 6.362 2.674 0.1293
H -7.441 8.539 0.049 0.1169
H -4.693 2.808 0.496 0.0859
C 8.460 -11.279 -1.724 0.0767
C 8.855 -12.091 -0.742 -0.2084
C 8.669 -11.722 0.689 -0.3020
O 9.026 -12.497 1.569 0.1082
C 8.059 -10.418 0.991 0.0834
C 7.667 -9.604 0.008 -0.2022
C 7.828 -9.985 -1.422 -0.3055
O 7.441 -9.224 -2.302 0.1064
O 7.095 -8.376 0.285 0.0706
O 9.452 -13.307 -1.019 0.0792
H 8.587 -11.535 -2.769 0.1378
H 7.946 -10.155 2.035 0.1201
H 6.897 -7.977 -0.590 0.1192
H 9.645 -13.708 -0.143 0.1164
C -3.244 -0.876 -4.250 0.0876
C -2.782 -1.096 -5.482 -0.1936
C -1.733 -0.225 -6.082 -0.2905
O -1.314 -0.463 -7.209 0.0998
C -1.239 0.908 -5.284 0.0828
C -1.704 1.130 -4.053 -0.1962
C -2.732 0.243 -3.443 -0.2614
O -3.126 0.462 -2.303 0.0766
O -1.245 2.195 -3.299 0.0721
O -3.260 -2.143 -6.247 0.0777
H -4.004 -1.502 -3.801 0.1399
H -0.490 1.544 -5.739 0.1383
H -1.732 2.140 -2.447 0.0878
H -2.769 -2.092 -7.096 0.0674
C -9.023 2.648 5.405 0.0774
C -7.867 3.071 4.891 -0.1991
C -7.295 4.395 5.260 -0.2970
O -6.221 4.749 4.786 0.0993
C -8.059 5.241 6.190 0.0785
C -9.217 4.819 6.701 -0.2092
C -9.775 3.483 6.354 -0.3080
O -10.833 3.116 6.854 0.1038
O -9.942 5.610 7.574 0.0786
O -7.156 2.292 3.996 0.0738
H -9.450 1.686 5.147 0.1373
H -7.641 6.209 6.436 0.1373
H -10.738 5.083 7.803 0.1164
H -6.356 2.816 3.772 0.0819
C -3.864 -1.048 -12.184 0.0808
C -3.208 -0.897 -11.032 -0.1970
C -3.422 -1.832 -9.892 -0.2615
O -2.790 -1.679 -8.852 0.0733
C -4.402 -2.915 -10.064 0.0878
C -5.061 -3.064 -11.215 -0.2034
C -4.827 -2.146 -12.363 -0.3034
O -5.434 -2.318 -13.415 0.1105
O -5.985 -4.078 -11.382 0.0847
O -2.304 0.134 -10.855 0.0896
H -3.717 -0.377 -13.021 0.1395
H -4.561 -3.576 -9.221 0.1405
H -6.323 -3.975 -12.298 0.1182
H -1.962 0.027 -9.941 0.1122
```